71
Properties=species:S:1:pos:R:3 method="wB97M-V/def2-TZVPD" charge=-1 e_lumo_ev="0.76 / 0.75" total_energy_ha=-1682.463010 multiplicity=2
C -4.33945 0.13560 2.95178
C -3.99761 -0.59231 1.64315
C -4.06985 -2.10598 1.94077
C -5.10145 -0.24453 0.62032
C -2.62381 -0.07505 1.12009
C -1.48893 -0.84075 0.90954
C -0.36816 -0.30589 0.23738
C 0.78971 -1.22510 -0.27785
C 2.09771 -0.83743 0.38845
C 3.24436 -1.56012 0.31228
C 4.56714 -1.00364 0.52892
C 5.67991 -1.88630 0.63023
C 6.96735 -1.41210 0.76633
C 7.18940 -0.01982 0.80261
N 8.51554 0.47197 0.88318
O 8.69491 1.71079 0.87087
O 9.45724 -0.35189 0.94648
C 6.10993 0.88419 0.69914
C 4.81318 0.40152 0.58169
C -0.22884 1.07740 0.11267
C -1.23142 1.93534 0.53528
C -1.09108 3.47508 0.55684
C -1.70728 4.06058 -0.71954
C 0.37598 3.89734 0.63414
C -1.81499 4.10188 1.75474
C -2.54215 1.34025 0.76498
O -3.57930 2.03866 0.58528
H -4.42957 1.21225 2.78005
H -5.29737 -0.22303 3.35547
H -3.55792 -0.04993 3.69808
H -4.37700 -2.73211 1.07558
H -3.15882 -2.50037 2.39129
H -4.87921 -2.26213 2.66856
H -4.94342 -0.66056 -0.39398
H -6.08223 -0.59454 0.96785
H -5.13859 0.84470 0.50574
H -1.43571 -1.88214 1.26623
H 0.49999 -2.24953 0.02246
H 2.07039 0.05760 1.01865
H 3.20515 -2.63388 0.07734
H 5.49307 -2.96545 0.60354
H 7.81783 -2.08676 0.86089
H 6.32474 1.94732 0.72827
H 3.97367 1.09577 0.51361
H 0.70538 1.48072 -0.30643
H -2.75746 3.75910 -0.78047
H -1.65014 5.15619 -0.69448
H -1.17496 3.69808 -1.60642
H 0.85520 3.47068 1.52381
H 0.93620 3.59670 -0.25836
H 0.43253 4.99236 0.71007
H -1.41422 3.71196 2.69562
H -1.67130 5.18863 1.73054
H -2.88501 3.89364 1.70586
C 1.22525 -3.16776 -3.16131
Na -3.37831 -2.02398 -0.68145
C 1.89694 -2.31883 -2.31895
C 0.97259 -1.21594 -1.75753
C -0.32906 -1.55863 -2.48777
C -0.18609 -2.77412 -3.17673
C -1.34344 -3.40080 -3.65985
C -2.57977 -2.75964 -3.53829
C -2.64980 -1.43441 -3.07265
C -1.50386 -0.82080 -2.54663
H 1.60752 -4.01421 -3.74343
H 2.94939 -2.37148 -2.04842
H 1.35284 -0.21596 -2.05254
H -1.24478 -4.38906 -4.10119
H -3.48477 -3.24127 -3.91635
H -3.57579 -0.86080 -3.14552
H -1.50811 0.23276 -2.23052